Molecular formula: C36H90N6O16STi2
Method: DFT, ωB97M-V/def2-TZVPD

The geometry in XYZ format:
```
151
Properties=species:S:1:pos:R:3:forces:R:3
Ti -1.247223 -3.310611 1.281953 0.0348 0.5750 0.2993
Ti 2.326067 0.359379 -3.321057 -0.3372 0.1290 0.9961
S 0.086167 1.047299 0.118093 -0.2598 0.4142 0.7243
O -1.004053 0.939209 1.075063 -1.8548 -0.0066 0.8819
O -0.314043 1.725519 -1.123317 -0.3053 -0.1063 -1.5975
O 1.187527 1.766999 0.703293 2.1313 1.3543 0.8583
O 0.534467 -0.332661 -0.132967 0.8119 -2.8450 -1.5526
C 0.126887 -7.689051 -4.538387 0.2534 0.7618 -0.3509
O 0.528817 -6.417011 -4.065507 0.6022 0.4046 -0.2399
C 1.452727 -5.705901 -4.863227 0.1350 1.4725 0.1309
C 1.604887 -4.278481 -4.282287 -0.8736 -1.2625 0.0176
N 2.481867 -3.430291 -5.052717 0.1360 0.8094 0.5909
C 2.297017 -3.223631 -6.477617 0.0475 -0.2102 -0.1591
C 0.859377 -2.957781 -6.869627 0.7637 0.9551 -0.1026
O 0.484167 -1.747571 -6.230157 -1.3292 -0.0940 0.5284
C -0.876823 -1.330291 -6.510057 0.8891 -0.2225 0.1202
H -0.830703 -7.880241 -4.054057 0.3370 -0.5210 0.1918
H 0.938197 -8.396471 -4.366847 -0.3440 -0.4456 0.2728
H -0.058513 -7.664481 -5.612217 -0.0457 0.0634 -0.2493
H 1.083127 -5.500291 -5.867827 -0.3892 -0.6660 -0.2924
H 2.471817 -6.063481 -5.010537 0.0570 -1.0761 0.4288
H 1.857397 -4.319641 -3.222737 0.6697 0.0258 -0.1023
H 0.562707 -3.965291 -4.219907 -0.0074 0.9014 -0.3943
H 3.466607 -3.596391 -4.901667 -0.1428 -0.1964 0.4263
H 2.676157 -4.074541 -7.043567 -0.1721 -0.3167 -0.3741
H 2.934017 -2.388901 -6.770107 -0.1179 0.1960 -0.0026
H 0.295697 -3.858371 -6.626067 -0.7313 0.3255 0.2556
H 0.781107 -2.768481 -7.940197 0.1250 -0.4016 -0.3229
H -1.570633 -2.168831 -6.450317 0.0194 -0.1340 -0.1222
H -0.907983 -0.862011 -7.493847 -0.1529 -0.1059 -0.1747
H -1.198643 -0.593581 -5.773987 0.3301 -0.0388 0.0778
C 3.570987 4.185869 9.607493 -0.1389 0.6400 0.4289
O 2.932467 3.764999 8.402493 0.4311 1.4590 0.6472
C 3.125557 4.797219 7.373933 0.1442 -2.7662 -0.2713
C 2.515567 4.170069 6.110543 0.1554 0.4250 -1.0339
N 2.728867 4.996999 4.899273 1.2082 -0.7386 1.2646
C 1.966887 6.200049 4.979633 -0.9184 0.4047 -1.6912
C 1.852867 6.996749 3.606403 0.7477 0.2009 1.5651
O 2.682437 8.164119 3.545493 0.8537 0.3745 0.2009
C 4.133307 7.908999 3.562053 -1.8983 -0.5088 -0.0426
H 3.375897 3.559949 10.478283 -0.2736 -0.5675 -0.5129
H 3.256107 5.175689 9.937973 -0.6104 0.3019 -0.2188
H 4.649707 4.338309 9.572493 0.3687 -0.5412 -0.6752
H 4.197467 4.762349 7.179253 0.1930 0.8731 0.0525
H 2.747307 5.777679 7.663283 -0.0348 -0.1310 0.1324
H 1.453757 3.937109 6.190433 -0.3298 0.1684 0.5393
H 2.998617 3.213969 5.909003 0.1884 0.0186 0.3309
H 2.550597 4.407539 4.098743 -0.3056 0.3694 -0.2214
H 2.298257 6.825909 5.808243 0.4756 0.3455 -0.3747
H 0.949187 5.953189 5.282043 -0.6323 -0.0388 -0.0636
H 0.810387 7.313339 3.572993 0.1992 0.4936 -0.2197
H 2.028977 6.405379 2.707873 0.1381 -0.5749 0.1833
H 4.317467 7.249409 2.714053 0.4547 -0.2057 0.1329
H 4.397597 7.451509 4.515453 0.1386 -0.2683 -0.1165
H 4.720367 8.820739 3.451573 -0.5832 0.2186 -0.0890
C -7.925263 6.676729 0.118623 0.0846 0.6934 -0.3082
O -6.703263 5.987609 0.036203 0.4203 -0.1832 -0.1085
C -6.020963 6.156889 -1.228367 0.1912 -1.1136 0.9910
C -4.643343 5.416129 -1.158447 -0.5675 0.3754 -0.6558
N -4.016003 5.418369 -2.479097 0.4396 0.5513 -0.3546
C -3.611283 6.752109 -2.890447 -0.9995 0.3665 -1.5654
C -2.501593 7.441039 -2.110797 -0.4545 -0.4905 0.3575
O -1.950403 8.470389 -2.893307 1.4480 0.6764 0.1196
C -0.894043 9.223899 -2.237377 -1.5836 0.3860 1.1938
H -7.730913 7.747969 0.066043 -0.0829 0.3272 -0.1968
H -8.465193 6.538939 1.055423 0.5119 -0.5447 0.1885
H -8.623923 6.417139 -0.676727 0.0083 -0.1551 -0.3038
H -5.942103 7.210439 -1.496537 0.0417 0.1219 0.1771
H -6.607563 5.634049 -1.983767 -0.0616 0.1190 -0.3404
H -4.850913 4.366279 -0.951507 0.1113 0.1678 0.5751
H -3.923623 5.869919 -0.477127 -0.5307 -0.1327 0.8044
H -3.130033 4.935699 -2.432367 -0.1281 -0.8417 0.2278
H -4.532263 7.325339 -2.996687 0.0877 0.5797 0.6469
H -3.376043 6.719529 -3.954257 0.7943 -0.2684 -0.0514
H -1.773933 6.688699 -1.806507 0.5210 -0.1974 -0.3078
H -2.911423 7.758699 -1.152047 -0.0162 0.7766 0.1684
H -0.508153 10.071609 -2.803567 -0.0117 -0.7043 -0.8164
H -0.108853 8.673779 -1.718777 0.1763 -0.6672 -0.7558
H -1.350473 9.749069 -1.398347 -0.3753 0.0987 0.3407
C 7.691597 -2.324381 -2.248617 0.1876 -0.1258 -0.0009
O 6.889317 -1.377141 -2.949037 1.0133 -1.1841 0.4752
C 7.430247 -0.089501 -2.786277 -0.6998 0.7524 1.2414
C 6.677167 0.625569 -1.570277 -1.2518 0.6837 -1.5684
N 5.565527 1.465329 -2.072277 -0.5822 -0.7687 -1.2667
C 5.936677 2.728769 -2.713057 -0.2080 -0.2098 0.9405
C 4.979777 3.347329 -3.699237 -0.7480 -0.2867 -0.1665
O 4.789697 2.457889 -4.784277 0.4143 0.0698 0.0033
C 3.774807 2.823009 -5.687067 -0.4249 -0.7537 0.2962
H 7.303947 -3.336731 -2.362517 -0.3239 0.2262 0.0291
H 7.817437 -2.075861 -1.194807 -0.5136 0.0221 0.3025
H 8.722347 -2.345351 -2.602477 0.1161 0.1199 -0.5319
H 7.354957 0.310629 -3.797377 -0.5383 1.0165 0.3866
H 8.496747 -0.041521 -2.566307 0.2505 -0.6527 0.0994
H 7.274647 1.211049 -0.871477 0.7407 0.0044 -0.2392
H 6.114397 -0.077181 -0.955837 0.6273 -0.6679 -0.1457
H 4.871037 1.591559 -1.349887 0.0886 0.2786 0.1375
H 6.854737 2.598009 -3.285917 0.3093 -0.0225 0.4928
H 6.008427 3.402269 -1.859037 0.7819 0.8487 -0.4030
H 5.386197 4.299659 -4.039817 0.2921 0.1207 -0.1456
H 4.010187 3.604389 -3.272737 -0.2825 -0.1555 0.3652
H 3.759507 2.007779 -6.410437 0.0186 0.3733 -0.3760
H 3.844537 3.809839 -6.144697 0.4845 0.0306 -0.1003
H 2.810777 2.791479 -5.179367 -0.3774 0.1464 0.1815
C 0.853977 -3.442441 3.510953 -0.3504 1.1201 1.1852
O -0.493343 -3.290901 4.010363 -0.1548 0.2025 -0.9478
C -0.634303 -2.095721 4.817893 -0.8519 -0.4162 0.0228
C -2.058883 -2.008351 5.370163 0.0336 0.3101 -0.5095
N -3.080313 -1.750791 4.328573 1.0309 -0.8079 0.4280
C -4.376933 -1.549031 4.936963 -1.2166 0.6963 -1.4009
C -5.373583 -0.954121 3.872153 0.9781 0.0641 1.0371
O -6.701063 -0.993231 4.360173 -0.7739 0.3903 -1.3735
C -7.594193 -0.310141 3.434413 -0.4745 -0.2819 0.8384
H 1.465667 -3.546511 4.407113 0.5342 -0.2596 -0.2448
H 1.113047 -2.499701 3.029033 0.4033 -0.0279 -0.3147
H 0.975577 -4.285931 2.831373 -0.3556 -0.0742 0.1772
H -0.418813 -1.170601 4.283263 -0.0085 -0.0695 -0.7024
H 0.086117 -2.072091 5.635543 0.0817 -0.5392 0.2109
H -2.026053 -1.198971 6.099503 -0.0292 0.4406 0.1625
H -2.362933 -2.867481 5.968123 0.1732 -0.3669 -0.3055
H -2.783243 -0.958521 3.777053 -0.0895 0.3668 -0.0467
H -4.324593 -0.820841 5.746343 -0.1171 -0.0737 0.4203
H -4.769793 -2.503721 5.286723 0.0130 0.0244 0.1808
H -5.223843 -1.439891 2.907933 -0.2966 -0.4228 -0.0916
H -5.091183 0.087389 3.718583 0.1210 0.2741 -0.0823
H -7.344813 0.741209 3.291063 0.4874 -0.0425 -0.0789
H -8.612893 -0.299801 3.822013 0.1776 -0.1521 0.7189
H -7.764213 -0.800671 2.475993 0.8656 -0.2539 -0.2161
C -1.094943 -11.795631 0.144423 0.9378 0.3927 0.5327
O -0.918703 -10.395211 0.367773 -1.2169 0.2184 0.5816
C -1.606683 -9.884131 1.535923 0.7416 1.2695 -0.3556
C -1.277383 -8.346021 1.621533 0.3257 -0.7738 -0.1712
N -1.823723 -7.509801 0.579683 0.6125 0.9451 -0.2327
C -3.269353 -7.367571 0.424993 1.1365 0.0166 -0.1561
C -3.732623 -6.490831 -0.771627 0.0075 -0.0300 0.4111
O -3.136553 -5.208671 -0.793137 1.5162 0.9165 0.9530
C -3.915953 -4.172781 -1.384977 -0.8494 -1.4356 -0.1727
H -0.677623 -12.025301 -0.835987 -0.3746 0.1229 -0.0968
H -2.114283 -12.160201 0.271433 -0.1687 0.2406 -0.2167
H -0.456263 -12.319561 0.855543 -0.0641 -0.2950 0.2357
H -1.274633 -10.372301 2.452183 0.2311 -0.1928 0.0338
H -2.691263 -9.985831 1.498033 -0.1589 -0.4114 -0.3795
H -0.204203 -8.235861 1.465823 0.1932 -0.3132 0.2215
H -1.447093 -7.913761 2.607663 -0.4710 -0.2851 0.1657
H -1.294673 -7.773541 -0.239237 -0.6524 0.2468 -0.5699
H -3.651873 -6.883521 1.323583 -0.0106 -0.0204 0.1755
H -3.630593 -8.395901 0.412523 -1.1243 0.1601 -0.5364
H -4.797973 -6.330641 -0.605867 -0.3365 -0.3427 -0.2962
H -3.540803 -6.925661 -1.752557 -0.1740 -0.4721 -0.0054
H -4.145853 -4.468151 -2.408697 -0.0424 0.1891 -0.2851
H -3.449893 -3.187691 -1.406987 0.3439 -0.3169 0.3765
H -4.858433 -4.169051 -0.837417 -0.2339 0.5717 -0.0235
```
Forces are in eV/Å.

The total charge is 0. The value obtained for the highest occupied orbital energy (alpha / beta) is -5.518 / -5.510 eV. As for the expectation value of S²: 12.00. The multiplicity is 7. Its LUMO energy (alpha / beta) is -0.15 / -0.91 eV.